116
Properties=species:S:1:pos:R:3 method="wB97M-V/def2-TZVPD" gap_ev=6.9 spin_multiplicity=1 charge=+1
C 2.54 -2.24 5.34
C 3.93 -2.07 4.71
C 4.67 -0.84 5.20
N 4.13 0.44 4.66
C 4.31 0.49 3.25
C 5.52 0.64 2.66
N 5.65 0.65 1.35
N 6.96 0.78 0.80
C 4.61 0.52 0.55
C 3.37 0.37 1.06
C 2.18 0.19 0.16
C 1.97 -1.33 -0.07
C 0.63 -1.64 -0.72
C -0.52 -1.87 0.27
C -1.37 -0.61 0.50
C -2.82 -0.91 0.86
C -3.52 0.30 1.46
C -4.94 -0.06 1.86
O -4.86 -0.89 3.01
C -5.87 -0.62 3.97
C 3.21 0.37 2.43
C 1.85 0.25 3.08
O 1.19 -0.75 2.93
O 1.43 1.26 3.87
C 1.48 2.56 3.27
C 0.38 2.81 2.22
C 0.90 3.36 0.89
C -0.10 2.98 -0.17
O 0.22 3.65 -1.41
C -0.38 2.99 -2.44
O 0.24 2.60 -3.41
H 2.03 -1.31 5.54
H 2.61 -2.86 6.23
H 1.92 -2.80 4.65
H 3.85 -2.14 3.63
H 4.53 -2.92 5.02
H 5.74 -0.91 5.00
H 4.55 -0.81 6.28
H 4.63 1.22 5.07
H 6.40 0.74 3.28
H 7.49 1.29 1.49
H 6.87 1.42 0.01
H 4.77 0.50 -0.52
H 2.31 0.70 -0.79
H 1.32 0.62 0.65
H 2.08 -1.86 0.87
H 2.78 -1.65 -0.71
H 0.36 -0.93 -1.50
H 0.76 -2.60 -1.23
H -0.16 -2.30 1.20
H -1.18 -2.61 -0.17
H -1.33 -0.02 -0.41
H -0.92 -0.05 1.32
H -2.89 -1.72 1.58
H -3.34 -1.18 -0.06
H -3.52 1.15 0.78
H -3.03 0.60 2.39
H -5.54 0.83 2.06
H -5.43 -0.63 1.07
H -6.83 -0.42 3.48
H -5.58 0.23 4.59
H -5.99 -1.50 4.58
H 1.34 3.27 4.07
H 2.46 2.80 2.84
H -0.21 1.91 2.08
H -0.30 3.55 2.63
H 1.89 2.98 0.63
H 0.94 4.45 0.88
H -0.08 1.90 -0.34
H -1.09 3.29 0.15
H -1.47 2.83 -2.39
C -0.50 -0.92 -5.98
C -0.83 -1.01 -4.49
C -1.36 -2.42 -4.21
S -0.59 -3.49 -5.44
O -1.62 -4.01 -6.31
O 0.35 -4.36 -4.79
C 0.29 -2.19 -6.31
H 0.08 -0.03 -6.22
H -1.42 -0.89 -6.56
H 0.08 -0.84 -3.91
H -1.55 -0.25 -4.19
H -1.09 -2.77 -3.22
H -2.44 -2.48 -4.35
H 0.32 -2.42 -7.37
H 1.30 -2.15 -5.90
C -2.00 1.75 8.09
C -0.62 1.42 7.50
C -0.53 2.11 6.14
S -1.60 3.55 6.22
O -2.69 3.37 5.30
O -0.79 4.74 6.21
C -2.20 3.25 7.88
H -2.07 1.48 9.14
H -2.78 1.20 7.55
H 0.15 1.81 8.16
H -0.47 0.35 7.41
H 0.48 2.44 5.91
H -0.91 1.47 5.34
H -3.23 3.57 7.96
H -1.57 3.83 8.57
C -2.23 -2.03 -11.63
C -2.74 -2.70 -10.34
C -1.83 -2.25 -9.20
S -1.20 -0.63 -9.66
O 0.22 -0.72 -9.85
O -1.78 0.38 -8.80
C -2.00 -0.57 -11.27
H -2.94 -2.13 -12.45
H -1.29 -2.50 -11.94
H -3.77 -2.38 -10.15
H -2.75 -3.79 -10.43
H -2.37 -2.17 -8.26
H -0.98 -2.92 -9.08
H -1.35 -0.05 -11.97
H -2.94 -0.03 -11.15

=====

122
Properties=species:S:1:pos:R:3 method="wB97M-V/def2-TZVPD" gap_ev=8.2 spin_multiplicity=1
C 3.88 -1.22 3.51
C 3.13 -1.39 2.10
C 1.55 -0.97 2.18
Cl 0.87 -2.14 3.47
C 0.96 -1.23 0.71
N 0.70 -2.71 0.65
C -0.19 -0.28 0.16
C -1.61 -0.95 -0.18
C -2.66 -1.01 1.02
C -2.58 -1.89 2.28
C -3.69 -1.83 3.37
C -4.97 -0.94 3.24
C -5.08 -0.09 1.95
C -6.37 0.85 1.65
C -3.95 -0.12 0.90
O 0.30 0.27 -1.13
C 0.28 -0.69 -2.20
P -0.55 1.34 1.11
C 1.11 2.31 0.97
C -0.95 1.07 2.93
C -0.10 1.98 3.97
H 3.53 -1.96 4.31
H 5.01 -1.45 3.35
H 3.86 -0.12 3.86
H 3.68 -0.82 1.26
H 3.17 -2.51 1.84
H 1.57 0.11 2.53
H 1.87 -1.11 0.01
H -0.22 -2.96 1.03
H 0.88 -3.10 -0.28
H -1.49 -2.03 -0.57
H -2.16 -0.40 -1.03
H -1.69 -2.56 2.46
H -3.60 -2.46 4.32
H -5.77 -0.93 4.06
H -6.28 1.89 2.10
H -6.50 0.85 0.51
H -7.27 0.25 2.05
H -4.09 0.54 -0.03
H 0.54 -1.76 -1.95
H -0.72 -0.70 -2.78
H 1.06 -0.34 -2.98
H 1.10 2.89 -0.01
H 1.98 1.55 0.89
H 1.25 3.07 1.81
H -0.90 0.00 3.31
H -2.05 1.40 3.08
H -0.24 1.51 5.01
H -0.50 3.05 4.00
H 1.01 1.92 3.73
C 8.18 -6.24 4.15
O 6.91 -5.96 4.73
C 5.97 -5.57 3.85
O 6.13 -5.45 2.66
O 4.83 -5.34 4.52
C 3.75 -4.92 3.71
H 8.85 -6.55 4.95
H 8.11 -7.06 3.43
H 8.59 -5.35 3.68
H 3.49 -5.68 2.97
H 3.98 -3.97 3.21
H 2.88 -4.77 4.35
C -0.21 0.86 -5.48
O 0.32 -0.33 -6.06
C -0.28 -0.70 -7.20
O -1.19 -0.11 -7.75
O 0.30 -1.83 -7.64
C -0.25 -2.34 -8.85
H 0.35 1.06 -4.57
H -0.07 1.71 -6.16
H -1.26 0.74 -5.22
H -0.11 -1.62 -9.67
H -1.30 -2.59 -8.73
H 0.30 -3.25 -9.11
C 0.24 7.59 7.23
O -0.07 6.56 6.29
C -0.53 7.01 5.11
O -0.69 8.17 4.81
O -0.78 5.95 4.33
C -1.28 6.27 3.04
H 0.60 7.12 8.14
H 1.03 8.24 6.84
H -0.65 8.18 7.47
H -0.55 6.87 2.48
H -2.23 6.80 3.11
H -1.44 5.34 2.50
C 4.33 1.29 -2.63
O 5.67 1.77 -2.46
C 6.01 2.00 -1.18
O 5.30 1.84 -0.21
O 7.28 2.44 -1.16
C 7.78 2.73 0.15
H 4.17 1.14 -3.69
H 4.20 0.34 -2.11
H 3.61 2.03 -2.27
H 7.78 1.83 0.77
H 7.19 3.52 0.62
H 8.81 3.07 0.04
C -5.68 -7.59 0.53
O -6.42 -6.37 0.60
C -6.07 -5.58 1.63
O -5.23 -5.81 2.45
O -6.84 -4.47 1.57
C -6.58 -3.53 2.61
H -6.05 -8.15 -0.34
H -4.62 -7.39 0.39
H -5.85 -8.19 1.42
H -5.55 -3.17 2.56
H -6.78 -3.97 3.59
H -7.25 -2.68 2.47
C -1.95 2.15 -9.87
O -2.69 3.37 -9.79
C -2.35 4.15 -8.75
O -1.51 3.91 -7.92
O -3.11 5.26 -8.80
C -2.86 6.19 -7.75
H -2.30 1.60 -10.74
H -0.88 2.35 -9.99
H -2.13 1.54 -8.98
H -1.83 6.55 -7.79
H -3.08 5.74 -6.78
H -3.53 7.04 -7.89

=====

no.,LUMO (eV)
1,-4.2761
2,0.3959